Below is C21H22BrIrN4O3 as an isolated structure, with properties calculated with ωB97M-V with the def2-TZVPD basis set.

Last column: Löwdin charge in e.
CARTESIAN COORDINATES (ANGSTROEM)
Ir (0.240, -0.056, 0.370)  1.18
Br (-0.330, 2.170, -0.407)  0.96
O (1.460, -3.432, -5.688)  -0.10
O (1.376, -0.848, 1.557)  -0.27
O (3.669, -1.902, 3.497)  0.08
N (-0.262, -0.304, 3.113)  0.04
N (-0.460, 0.644, 2.127)  -0.21
N (0.457, -1.870, -3.624)  -0.03
N (0.412, -0.802, -1.429)  -0.06
C (-1.288, 2.674, 1.209)  -0.49
C (-1.079, 1.752, 2.293)  -0.12
C (-2.059, 3.770, 1.269)  -0.03
C (2.083, -2.199, -5.410)  -0.17
C (-3.037, 6.829, -1.479)  -0.03
C (0.437, -1.313, -2.481)  -0.17
C (-2.338, 4.816, 0.308)  -0.23
C (2.759, -3.862, 4.439)  0.02
C (-3.936, 6.439, -0.495)  -0.04
C (1.014, -4.070, -4.513)  -0.17
C (1.668, -4.640, 4.779)  -0.04
C (2.564, -2.644, 3.803)  -0.26
C (1.080, -1.224, -4.815)  -0.06
C (-0.075, -3.245, -3.846)  -0.05
C (-3.583, 5.453, 0.406)  -0.01
C (1.092, -0.825, 2.981)  -0.32
C (1.266, -2.194, 3.546)  -0.13
C (-1.430, 5.235, -0.673)  -0.06
C (0.175, -3.004, 3.867)  -0.03
C (-1.780, 6.239, -1.556)  -0.05
C (0.373, -4.222, 4.485)  -0.06
H (-3.305, 7.613, -2.174)  0.12
H (1.548, -0.292, -4.505)  0.14
H (1.840, -0.134, 3.389)  0.17
H (-0.380, -3.662, -2.888)  0.14
H (2.458, -1.803, -6.352)  0.14
H (-0.829, -2.663, 3.649)  0.11
H (-4.276, 5.159, 1.185)  0.13
H (-0.473, -4.841, 4.749)  0.11
H (0.276, -1.019, -5.522)  0.14
H (-0.478, 0.037, 4.046)  0.17
H (2.928, -2.339, -4.725)  0.14
H (-0.941, -3.148, -4.500)  0.14
H (-1.463, 2.021, 3.273)  0.16
H (1.827, -5.589, 5.273)  0.12
H (1.849, -4.229, -3.820)  0.14
H (-4.904, 6.915, -0.423)  0.12
H (-1.067, 6.579, -2.294)  0.12
H (3.562, -1.446, 2.656)  0.10
H (-0.421, 4.845, -0.705)  0.08
H (-2.599, 3.853, 2.210)  0.15
H (0.608, -5.038, -4.801)  0.14
H (3.771, -4.183, 4.646)  0.13

Output
HOMO (spin up / spin down) = -13.6 / -13.6 eV
LUMO (spin up / spin down) = -8.64 / -8.63 eV
Energy relative to the best compared isomer or geometry (same formula, charge and spin) = 0.00 kcal/mol
Net charge = +2

***

Below is one molecule with the formula C21H22F3N3O at a distorted geometry, with properties calculated with ωB97M-V with the def2-TZVPD basis set.

Last column: Löwdin charge in e.
CARTESIAN COORDINATES (ANGSTROEM)
F (1.447, 3.124, 3.884)  0.12
F (1.098, 4.984, 2.813)  0.11
F (-0.612, 3.835, 3.585)  0.12
O (0.829, 3.490, 0.577)  0.04
N (5.014, -1.276, -0.642)  -0.15
N (-0.173, 1.726, 1.816)  0.14
N (-5.215, -1.309, -0.562)  -0.15
C (5.900, -0.159, -0.401)  -0.14
C (0.479, 2.917, 1.638)  -0.39
C (-5.104, 1.030, -0.780)  -0.10
C (0.605, 3.712, 2.983)  -0.48
C (5.518, -2.611, -0.801)  -0.04
C (-2.829, -1.771, -0.011)  -0.01
C (3.713, -0.922, -0.634)  -0.19
C (-6.063, -0.165, -0.777)  -0.15
C (-0.081, 0.893, 0.228)  -0.16
C (2.347, 1.010, -0.232)  0.01
C (3.602, 0.472, -0.359)  -0.15
C (1.163, 0.226, -0.356)  -0.16
C (-5.750, -2.639, -0.482)  -0.05
C (1.312, -1.133, -0.764)  -0.03
C (-3.752, 0.445, -0.518)  -0.15
C (-1.600, -1.190, 0.301)  -0.04
C (-2.503, 1.016, -0.266)  0.04
C (-3.912, -0.953, -0.380)  -0.19
C (-1.395, 0.196, 0.087)  -0.20
C (4.979, 1.053, -0.255)  -0.09
C (2.579, -1.713, -0.863)  -0.01
H (0.545, 0.808, 1.729)  0.20
H (-6.603, -0.258, -1.714)  0.11
H (-6.461, -2.822, -1.300)  0.09
H (0.415, -1.710, -0.952)  0.09
H (-6.825, -0.074, -0.005)  0.12
H (2.664, -2.786, -1.080)  0.10
H (6.158, -2.694, -1.690)  0.09
H (-2.968, -2.846, 0.069)  0.10
H (-5.372, 1.722, 0.025)  0.12
H (-6.297, -2.833, 0.456)  0.09
H (-0.783, -1.824, 0.615)  0.10
H (4.683, -3.311, -0.906)  0.08
H (6.593, -0.023, -1.229)  0.12
H (5.100, 1.541, 0.719)  0.12
H (6.129, -2.892, 0.069)  0.09
H (-4.941, -3.370, -0.575)  0.08
H (-0.110, 1.888, -0.281)  0.12
H (5.144, 1.799, -1.044)  0.12
H (2.291, 2.083, 0.012)  0.11
H (-5.114, 1.559, -1.737)  0.12
H (-2.338, 2.081, -0.505)  0.13
H (6.494, -0.323, 0.499)  0.12

Output
SMILES = CN1CCc2cc(C(NC(=O)C(F)(F)F)c3ccc4c(c3)CCN4C)ccc21
HOMO = -7.2 eV
LUMO = 0.62 eV
Energy relative to the best compared isomer or geometry (same formula, charge and spin) = 3.07 kcal/mol

***

Below is C21H22FN3OS as an isolated structure at a distorted geometry, with properties calculated with ωB97M-V with the def2-TZVPD basis set.

Last column: Löwdin charge in e.
CARTESIAN COORDINATES (ANGSTROEM)
S (2.157, -1.260, -2.966)  0.82
F (-5.355, -7.203, 1.143)  0.02
O (-1.054, 0.503, -0.500)  -0.11
N (0.824, -2.005, -0.967)  -0.13
N (1.424, 0.182, -1.128)  0.03
N (-1.404, -3.808, -0.403)  -0.07
C (3.486, 5.821, 0.871)  -0.06
C (1.269, 6.623, 0.914)  -0.10
C (-0.957, -3.595, -1.574)  -0.30
C (-2.495, -5.788, -0.414)  -0.07
C (-2.323, -4.557, 0.140)  -0.29
C (0.286, 1.038, -0.794)  -0.19
C (0.232, -2.001, 0.226)  -0.26
C (-3.244, -6.703, 0.085)  -0.06
C (2.435, 6.811, 1.011)  -0.27
C (0.913, 5.316, 0.456)  -0.07
C (-4.335, -6.326, 0.850)  -0.25
C (-1.137, -2.472, 0.286)  -0.11
C (-4.289, -4.991, 1.440)  0.01
C (1.621, 2.887, -0.035)  -0.07
C (2.846, 8.292, 1.426)  0.01
C (0.650, 2.337, -0.452)  -0.12
C (3.163, 4.649, 0.611)  -0.03
C (0.414, -3.292, -1.606)  -0.16
C (1.255, -0.963, -1.776)  -0.95
C (-3.497, -4.081, 0.652)  -0.04
C (1.699, 4.367, 0.316)  -0.17
H (-0.124, 5.062, 0.040)  0.15
H (2.513, 2.368, 0.034)  0.10
H (-1.305, -4.529, -2.311)  0.21
H (0.408, -1.057, 0.860)  0.16
H (2.703, 8.893, 0.592)  0.06
H (4.064, 4.047, 0.481)  0.13
H (2.037, 8.749, 1.889)  0.05
H (1.278, -4.048, -1.281)  0.17
H (-1.791, -1.578, 0.014)  0.14
H (-3.384, -7.706, -0.197)  0.12
H (0.927, -2.901, 0.789)  0.19
H (4.413, 6.145, 1.221)  0.11
H (2.356, 0.839, -1.344)  0.21
H (-1.286, -2.666, 1.341)  0.13
H (-1.371, -2.908, -2.001)  0.06
H (-0.396, 3.014, -0.201)  0.20
H (-3.525, -3.166, 1.264)  0.11
H (0.869, -3.210, -2.813)  0.12
H (-5.371, -4.597, 2.133)  0.19
H (3.704, 8.393, 1.957)  0.04
H (0.366, 7.344, 0.638)  0.18
H (-1.668, -6.267, -0.917)  0.13

Output
HOMO = -7.7 eV
LUMO = -0.95 eV
Energy relative to the best compared isomer or geometry (same formula, charge and spin) = 414.06 kcal/mol

***

Below is an isolated ion of composition C21H22N2O and charge +2 at a distorted geometry, with properties calculated with ωB97M-V with the def2-TZVPD basis set.

Last column: Löwdin charge in e.
CARTESIAN COORDINATES (ANGSTROEM)
O (0.530, -0.594, -5.851)  -0.06
N (0.732, 1.600, -4.309)  -0.03
N (0.591, 0.266, 2.550)  0.00
C (0.484, -0.067, 4.018)  -0.03
C (0.728, 1.091, -1.606)  -0.13
C (1.318, -0.242, -7.114)  0.04
C (0.174, -3.055, 4.281)  -0.03
C (1.232, -0.375, 0.363)  0.07
C (-3.192, -0.396, 4.739)  -0.06
C (0.264, 0.586, -6.519)  -0.33
C (-0.422, 1.278, -3.697)  0.04
C (1.882, 1.654, -3.622)  0.04
C (-0.455, 1.021, -2.348)  0.07
C (-2.251, -2.598, 4.661)  -0.02
C (0.096, 1.423, 2.091)  0.03
C (0.709, 1.867, -5.761)  -0.02
C (1.915, 1.402, -2.268)  0.07
C (-3.348, -1.770, 4.808)  -0.04
C (1.163, -0.619, 1.716)  0.04
C (-0.841, -0.705, 4.320)  -0.18
C (-0.981, -2.094, 4.419)  -0.21
C (0.698, 0.814, -0.141)  -0.13
C (-1.940, 0.128, 4.497)  -0.04
C (0.132, 1.729, 0.747)  0.06
H (-0.335, 2.109, 2.805)  0.15
H (-0.099, -4.001, 4.742)  0.09
H (-2.396, -3.666, 4.749)  0.12
H (0.623, 0.860, 4.567)  0.14
H (-4.323, -2.200, 4.987)  0.12
H (1.111, -1.072, -7.768)  0.13
H (2.313, -0.055, -6.736)  0.12
H (0.415, -3.262, 3.238)  0.08
H (-1.310, 1.226, -4.309)  0.17
H (1.315, -0.736, 4.216)  0.12
H (1.688, -1.101, -0.294)  0.14
H (-4.031, 0.270, 4.881)  0.12
H (-0.673, 0.669, -7.076)  0.16
H (0.016, 2.679, -5.963)  0.15
H (2.851, 1.461, -1.731)  0.14
H (2.782, 1.899, -4.167)  0.16
H (1.055, -2.696, 4.811)  0.08
H (1.706, 2.150, -6.081)  0.13
H (-0.272, 2.672, 0.407)  0.14
H (1.558, -1.520, 2.162)  0.14
H (-1.389, 0.764, -1.868)  0.15
H (-1.821, 1.205, 4.456)  0.11

Output
HOMO = -14.1 eV
LUMO = -7.20 eV
Energy relative to the best compared isomer or geometry (same formula, charge and spin) = 0.00 kcal/mol
Net charge = +2

***

Below is one molecule with the formula C21H22N2O2S at a distorted geometry, with properties calculated with ωB97M-V with the def2-TZVPD basis set.

Last column: Löwdin charge in e.
CARTESIAN COORDINATES (ANGSTROEM)
S (2.683, 1.577, 0.597)  0.89
O (0.916, -0.492, -1.017)  0.03
O (-1.090, -1.199, 3.413)  -0.18
N (0.621, -0.424, 2.045)  0.13
N (-0.947, -1.782, 0.185)  -0.31
C (-1.459, -1.034, 0.974)  -0.30
C (2.732, 0.897, 2.397)  -0.20
C (0.395, 1.323, -2.237)  -0.01
C (-2.233, 0.231, -2.568)  -0.07
C (-0.009, -0.021, -1.719)  -0.38
C (-1.845, 1.557, -3.232)  -0.14
C (-4.126, 1.822, -3.974)  -0.08
C (2.910, -0.439, 4.888)  0.02
C (-3.569, 0.038, -2.757)  -0.09
C (-0.425, 1.702, -3.096)  -0.12
C (-1.281, -0.394, -1.673)  -0.14
C (1.745, -0.569, 4.036)  -0.08
C (3.927, 0.360, 4.390)  -0.07
C (-0.974, -3.100, 0.511)  -0.13
C (1.548, -0.154, 2.965)  -0.25
C (-4.406, 0.838, -3.335)  -0.24
C (-1.492, -1.827, -1.248)  -0.01
C (4.142, 1.472, 0.132)  -0.60
C (-2.620, 2.481, -3.961)  0.11
C (-0.498, -0.775, 2.120)  -0.37
C (3.824, 1.248, 3.264)  -0.08
H (2.851, -0.751, 5.709)  -0.01
H (0.830, 0.132, 1.003)  0.20
H (-4.637, 2.626, -4.588)  0.12
H (1.560, 1.408, -2.385)  0.16
H (-2.605, -1.158, 1.618)  0.22
H (-3.791, -1.053, -2.382)  0.14
H (-1.551, 0.069, 0.620)  0.18
H (-1.260, -2.396, -1.882)  0.02
H (-0.580, -4.024, -0.155)  0.14
H (4.721, 0.771, 4.949)  0.08
H (0.609, -1.427, -0.623)  0.18
H (-0.315, 2.825, -3.432)  0.15
H (4.701, 2.137, 0.417)  -0.07
H (4.541, 1.836, 2.677)  0.10
H (4.049, 1.496, -1.072)  0.12
H (-2.040, -3.517, 0.720)  0.11
H (-2.333, 3.334, -4.309)  0.03
H (-5.504, 0.405, -3.537)  0.18
H (-0.621, -3.241, 1.666)  0.14
H (4.605, 0.441, 0.342)  0.11
H (-2.702, -1.925, -0.975)  0.19
H (1.006, -1.327, 4.518)  0.17

Output
SMILES = CSc1ccccc1NC(=O)CN(C)Cc1c(O)ccc2ccccc12
HOMO = -7.9 eV
LUMO = 0.29 eV
Energy relative to the best compared isomer or geometry (same formula, charge and spin) = 511.48 kcal/mol

***

DFT total energy, respectively: -107099.2009, -36801.5502, -42187.7260, -27145.5581, -40023.1154 eV.